[1]
The following is a DFT calculation (wB97M-V/def2-TZVPD) of a structure of composition C31H38F6N4OP2Zn.

```
83
Properties=species:S:1:pos:R:3:forces:R:3
Zn -0.123 2.830 0.483 -0.62 -1.29 0.29
C 1.504 -2.260 -2.639 0.69 -0.38 0.08
C 2.332 -1.285 -3.061 0.13 -0.19 -0.08
C 1.886 -0.137 -3.935 -0.33 -0.06 -0.37
C 0.556 0.471 -3.386 0.02 -0.08 0.41
C -0.711 0.044 -4.126 0.45 0.10 0.76
C -0.838 -1.073 -4.849 -0.49 0.63 0.23
C 0.058 -2.283 -4.827 0.19 -0.86 -0.29
C 0.400 -2.932 -3.439 -0.66 0.78 -0.25
C -2.039 2.940 0.809 -0.60 1.05 -0.05
H 1.723 -2.721 -1.662 0.36 -0.40 -0.79
H 3.398 -1.253 -2.765 -0.93 0.24 0.77
H 1.700 -0.449 -4.970 0.20 0.27 0.13
H 2.664 0.648 -3.992 -0.31 -0.47 0.20
H 0.417 0.205 -2.312 0.32 0.18 -0.55
H 0.704 1.565 -3.383 -0.57 -0.18 -0.21
H -1.613 0.623 -3.868 0.48 0.13 -0.82
H -1.757 -1.141 -5.453 0.27 -0.30 0.57
H 1.016 -2.173 -5.369 -0.49 0.01 0.13
H -0.507 -3.044 -5.385 0.30 0.03 0.12
H -0.517 -3.110 -2.838 0.39 0.22 -0.33
H 0.776 -3.939 -3.712 -0.01 0.41 0.38
H -2.255 2.346 1.701 0.33 0.39 -0.31
H -2.699 2.534 0.034 0.36 0.48 -0.22
H -2.216 4.004 1.016 -0.65 -0.41 -0.11
P -1.925 4.294 -4.996 -2.11 1.03 -2.07
P 1.765 4.670 -5.185 0.59 0.02 -2.96
N -2.920 3.206 -5.965 -0.35 -0.71 0.07
N -3.049 5.712 -5.214 0.34 0.23 0.46
N 1.927 3.548 -6.653 -0.37 0.00 0.28
N 3.125 5.823 -5.485 0.15 0.32 0.39
C -0.809 4.750 -6.397 0.46 -0.02 0.01
C 0.384 5.645 -5.991 -0.19 0.06 0.11
C -3.900 2.385 -5.384 -0.08 0.21 -1.14
C -4.744 1.916 -6.383 0.76 0.56 0.57
C -4.283 2.461 -7.627 0.99 0.53 0.81
C -3.162 3.237 -7.345 -0.96 -0.62 0.31
C -3.433 6.561 -4.171 -0.04 0.35 -0.81
C -4.023 7.702 -4.698 0.51 -0.87 0.04
C -4.011 7.552 -6.121 0.48 -1.04 0.27
C -3.436 6.319 -6.413 -0.11 0.85 0.72
C 1.562 2.194 -6.606 0.64 0.02 -0.46
C 1.730 1.605 -7.859 -0.04 0.89 0.98
C 2.167 2.645 -8.737 -0.43 0.69 0.93
C 2.185 3.828 -8.000 0.45 -0.73 -0.17
C 3.975 6.067 -6.572 0.34 0.63 0.46
C 4.798 7.155 -6.291 -1.07 -0.80 0.45
C 4.455 7.613 -4.976 -0.73 -0.75 -0.14
C 3.432 6.798 -4.509 0.54 -0.20 -0.78
H -1.375 5.282 -7.176 0.19 -0.21 0.47
H -0.480 3.804 -6.851 0.11 0.22 0.13
H 0.767 6.131 -6.909 0.00 -0.12 0.61
H 0.042 6.425 -5.281 0.25 -0.18 -0.38
H -3.913 2.248 -4.311 -0.04 -0.05 -0.14
H -5.602 1.275 -6.232 0.16 0.06 -0.02
H -4.718 2.315 -8.606 0.11 -0.02 0.13
H -2.553 3.821 -8.018 -0.07 -0.22 0.11
H -3.251 6.258 -3.152 0.01 0.09 0.03
H -4.405 8.547 -4.137 0.07 -0.25 -0.09
H -4.354 8.276 -6.842 -0.13 -0.12 -0.04
H -3.288 5.841 -7.373 -0.08 0.15 0.29
H 1.220 1.766 -5.678 0.10 -0.05 -0.02
H 1.554 0.560 -8.102 0.03 0.35 0.12
H 2.439 2.539 -9.780 -0.18 0.14 0.16
H 2.413 4.824 -8.347 -0.05 -0.16 0.12
H 3.986 5.428 -7.438 -0.01 0.06 0.18
H 5.542 7.587 -6.949 -0.12 -0.23 0.11
H 4.920 8.434 -4.442 -0.21 -0.18 -0.06
H 2.907 6.801 -3.565 0.06 0.02 -0.06
C -0.493 -0.740 1.501 -0.51 -0.16 0.03
C 0.524 0.341 1.782 1.77 0.07 0.48
O 0.749 1.231 0.743 0.16 -0.12 0.59
C 0.163 1.027 3.162 -0.40 -0.08 0.60
F 0.047 0.117 4.179 0.49 0.81 -0.94
F 1.021 2.007 3.539 -0.32 -0.85 -0.30
F -1.062 1.634 3.110 0.88 -0.49 0.08
C 1.910 -0.414 1.942 0.53 -0.62 -0.22
F 1.898 -1.399 2.901 0.01 0.96 -0.74
F 2.216 -1.040 0.761 -0.47 0.47 0.93
F 2.951 0.397 2.208 -0.65 -0.25 0.08
H -1.466 -0.443 1.892 -0.09 -0.09 -0.25
H -0.200 -1.670 1.992 -0.17 0.09 -0.08
H -0.538 -0.895 0.425 -0.04 0.00 0.04
```
Positions in Å, forces in eV/Å.

Values from the calculation:
E_HOMO: -8.408 eV
multiplicity: 1

---

[2]
The following is a DFT calculation (wB97M-V/def2-TZVPD) of a cluster of 2 separate species, C5H13FNP in total.

```
21
Properties=species:S:1:pos:R:3:forces:R:3
C 1.447 1.514 -2.343 1.13 0.15 -0.78
C 1.343 0.367 -1.372 -0.96 -2.07 -0.23
N 0.616 0.688 -0.141 1.55 1.41 -3.73
C 0.552 -0.211 0.922 -0.94 0.80 0.26
C -0.194 0.763 1.953 -0.78 -2.49 0.41
H 0.643 1.630 -3.137 0.79 -0.12 1.33
H 1.569 2.362 -1.676 -0.24 0.71 -0.49
H 2.436 1.391 -2.872 -1.10 0.28 0.23
H 0.876 -0.491 -1.900 -0.12 0.06 0.12
H 2.315 -0.050 -1.142 0.48 0.34 0.41
H -0.226 1.128 -0.464 -0.69 -0.09 0.65
H 1.587 -0.470 1.175 -0.11 0.32 0.67
H 0.130 -1.220 0.623 -0.12 0.95 0.57
H -1.259 1.125 1.634 1.97 -1.02 0.40
H -0.221 0.210 2.910 -0.47 0.70 -0.11
H 0.446 1.618 2.043 0.23 0.41 0.11
C -2.872 -1.687 0.600 1.74 -0.77 0.81
P -1.709 -2.081 1.702 -0.98 -0.97 0.10
F -1.204 -3.586 1.240 -0.34 1.16 0.01
H -3.372 -0.772 0.538 -0.68 1.38 0.46
H -2.904 -2.228 -0.294 -0.36 -1.13 -1.17
```
Positions in Å, forces in eV/Å.

Values from the calculation:
SMILES string: CCNCC.C=PF
energy relative to the best compared isomer or geometry (same formula, charge and spin): 24.0 kcal/mol
E_HOMO: -8.437 eV
multiplicity: 1

---

[3]
The following is a DFT calculation (wB97M-V/def2-TZVPD) of a structure of composition C54H42BrCl3F4N6O2P3S2SiY.

```
119
Properties=species:S:1:pos:R:3:forces:R:3
Y -1.393 1.034 0.449 0.33 -0.83 -0.64
N -1.385 -1.926 -1.825 -0.14 -0.03 0.08
P -0.033 -1.864 -0.716 -0.08 0.14 -0.11
C -0.539 -3.784 -0.088 0.06 0.00 -0.10
C -1.845 -4.185 0.227 -0.03 -0.02 -0.08
C -2.138 -5.396 0.843 -0.01 -0.04 -0.04
C -1.120 -6.271 1.193 -0.03 -0.03 0.02
C 0.188 -5.912 0.902 0.05 0.00 0.00
C 0.459 -4.704 0.270 -0.08 -0.04 -0.06
C 1.483 -2.561 -1.495 -0.05 -0.10 0.02
C 2.741 -2.272 -0.982 -0.01 0.06 0.01
C 3.886 -2.802 -1.558 0.04 -0.03 -0.03
C 3.785 -3.623 -2.672 0.02 0.01 0.00
C 2.532 -3.910 -3.197 0.01 -0.03 -0.03
C 1.391 -3.390 -2.607 -0.02 -0.02 0.03
P -1.915 -0.311 -2.089 0.07 -0.01 -0.06
C -3.303 -0.467 -3.221 -0.05 0.02 0.09
C -3.596 -1.646 -3.902 0.03 0.01 -0.01
C -4.619 -1.675 -4.837 -0.01 -0.02 -0.02
C -5.349 -0.527 -5.111 -0.02 0.03 0.00
C -5.049 0.656 -4.450 -0.02 -0.01 -0.02
C -4.034 0.687 -3.507 0.03 -0.01 0.00
C -0.393 0.283 -2.999 -0.02 -0.09 -0.07
C -0.502 1.740 -3.319 0.06 0.10 0.01
C -0.180 2.258 -4.542 -0.04 0.09 -0.05
C 0.238 1.481 -5.634 0.00 -0.01 0.00
C 0.246 0.087 -5.418 -0.02 0.00 -0.12
C -0.059 -0.502 -4.228 0.04 -0.06 0.07
H -2.117 -2.535 -1.476 0.07 0.05 -0.05
H -2.680 -3.523 0.031 -0.01 -0.04 0.00
H -3.170 -5.644 1.061 -0.02 -0.01 0.00
H -1.341 -7.214 1.680 0.00 0.00 0.00
H 1.005 -6.579 1.159 0.01 -0.01 0.00
H 1.498 -4.476 0.059 0.04 0.01 -0.08
H 2.821 -1.633 -0.110 0.01 0.01 -0.03
H 4.857 -2.572 -1.135 0.03 0.01 0.01
H 4.677 -4.032 -3.132 0.01 -0.01 -0.01
H 2.443 -4.543 -4.072 0.00 0.00 -0.01
H 0.411 -3.623 -3.006 -0.02 -0.01 0.00
H -3.009 -2.534 -3.709 0.01 -0.01 0.02
H -4.843 -2.598 -5.359 -0.01 -0.01 -0.01
H -6.148 -0.553 -5.842 -0.01 0.00 -0.01
H -5.608 1.558 -4.666 -0.01 0.01 -0.01
H -3.799 1.611 -2.992 0.00 0.01 0.01
H -0.876 2.394 -2.534 0.01 0.00 0.05
H -0.277 3.335 -4.680 0.00 0.01 0.01
H 0.471 1.917 -6.595 0.00 0.01 -0.03
H 0.505 -0.571 -6.245 0.01 -0.01 -0.01
H -0.038 -1.580 -4.141 0.03 -0.03 0.01
F 1.668 1.776 8.239 -0.04 -0.06 -0.12
C 1.309 1.310 7.036 -0.01 -0.08 -0.01
C 1.227 -0.055 6.817 0.02 0.12 0.08
F 1.513 -0.906 7.810 -0.01 0.07 -0.05
C 0.864 -0.524 5.569 0.00 -0.01 0.00
F 0.837 -1.851 5.423 0.01 0.10 -0.01
C 0.562 0.328 4.508 0.02 0.13 -0.08
P 0.120 -0.420 2.847 -0.23 0.00 0.23
C -1.206 -1.527 3.471 0.14 -0.03 0.09
C -1.367 -2.879 3.204 0.09 0.01 -0.04
C -2.465 -3.562 3.709 -0.04 0.00 0.06
C -3.420 -2.904 4.463 0.04 -0.02 0.02
C -3.289 -1.543 4.697 0.04 0.00 0.04
C -2.193 -0.862 4.204 0.00 0.00 0.04
C 1.709 -1.326 2.663 -0.01 -0.02 0.00
C 2.875 -0.602 2.915 -0.07 -0.06 0.14
C 4.120 -1.197 2.801 0.05 -0.06 0.02
C 4.225 -2.530 2.427 0.01 0.01 0.02
C 3.075 -3.251 2.151 -0.02 0.04 0.06
C 1.827 -2.653 2.262 -0.10 0.02 -0.02
C 0.655 1.704 4.751 -0.02 -0.13 0.00
Br 0.301 2.996 3.430 -0.04 0.01 0.03
C 1.023 2.182 6.002 0.00 -0.11 0.04
F 1.119 3.493 6.247 0.00 -0.02 0.00
H -0.687 -3.420 2.565 -0.08 0.01 0.11
H -2.581 -4.611 3.469 0.01 0.02 0.02
H -4.297 -3.432 4.814 -0.01 0.00 0.00
H -4.065 -0.998 5.219 -0.01 0.00 0.00
H -2.126 0.209 4.365 0.01 0.02 0.00
H 2.814 0.444 3.194 -0.01 0.01 0.02
H 5.010 -0.611 2.998 0.01 0.01 0.00
H 5.198 -2.996 2.331 0.01 0.00 0.00
H 3.135 -4.280 1.823 0.01 -0.02 0.00
H 0.958 -3.233 1.989 0.21 0.16 0.09
N 2.296 7.865 -3.778 0.03 0.07 -0.05
C 1.641 7.035 -2.859 -0.01 -0.03 0.01
C 1.716 7.302 -1.492 -0.01 -0.01 0.03
C 1.059 6.493 -0.585 -0.02 -0.01 0.01
C 0.308 5.422 -1.041 -0.14 -0.07 -0.14
C 0.201 5.163 -2.398 0.06 0.04 0.06
C 0.873 5.963 -3.305 0.00 -0.01 0.02
S -0.555 4.377 0.090 0.25 0.02 0.08
O -1.863 4.145 -0.470 -0.06 -0.03 0.13
O -0.442 4.988 1.395 0.04 0.09 -0.08
N 0.107 2.889 0.126 -0.01 0.28 0.10
C 1.455 2.738 0.265 -0.05 0.00 0.16
N 1.851 1.484 0.548 -0.06 -0.03 -0.05
C 3.149 1.247 0.472 0.09 -0.03 -0.05
C 4.085 2.237 0.217 -0.02 0.07 0.00
C 3.575 3.520 0.093 0.08 -0.09 0.04
N 2.281 3.781 0.116 0.03 0.02 0.03
H 3.104 8.336 -3.400 0.00 -0.02 -0.01
H 2.513 7.409 -4.651 0.00 0.01 0.01
H 2.303 8.144 -1.143 0.01 0.02 0.01
H 1.133 6.666 0.479 0.00 0.01 0.03
H -0.384 4.325 -2.743 -0.05 -0.06 -0.04
H 0.808 5.746 -4.364 0.00 -0.01 -0.02
H 3.462 0.224 0.642 -0.01 0.07 -0.05
H 5.141 2.022 0.154 0.02 0.00 0.00
H 4.231 4.378 -0.028 0.01 0.00 -0.01
S -3.255 -1.105 0.723 -0.07 0.02 0.11
C -4.556 -1.421 1.732 0.15 0.03 -0.15
N -5.478 -1.743 2.354 -0.15 0.00 0.06
Cl -4.880 1.529 3.150 -0.01 -0.01 0.05
Si -3.333 2.362 2.022 -0.31 0.24 0.11
Cl -4.000 2.134 -0.063 -0.18 0.07 0.16
Cl -3.676 4.397 2.395 0.03 0.03 0.02
C 0.475 -0.088 -1.765 -0.02 0.00 0.03
H 1.533 -0.068 -2.050 -0.02 -0.10 0.11
H 0.398 0.736 -1.037 0.12 0.21 -0.24
```
Positions in Å, forces in eV/Å.

Values from the calculation:
charge: -2
energy relative to the best compared isomer or geometry (same formula, charge and spin): 88.6 kcal/mol
E_HOMO: -0.124 eV
multiplicity: 1

---

[4]
The following is a DFT calculation (wB97M-V/def2-TZVPD) of a cluster of 9 separate species, C14H46N6O9 in total.

```
75
Properties=species:S:1:pos:R:3:forces:R:3
N 0.663 -0.046 -0.366 1.56 2.10 0.77
C -0.475 -0.280 -1.019 -1.77 4.19 -3.18
N -0.995 -1.440 -0.740 -1.57 -1.05 -1.13
O -1.015 0.585 -1.950 2.17 -4.41 3.98
H 1.010 0.942 -0.342 -0.86 -0.87 -0.59
H 0.945 -0.486 0.515 -1.10 -0.12 -0.58
H -1.786 -1.720 -1.266 -0.73 -0.10 -0.39
H -0.725 -2.037 0.008 0.41 -0.38 0.82
N -1.408 4.653 -0.117 -0.57 5.58 3.13
C -1.267 3.415 -0.409 0.71 -4.64 4.00
N -1.065 3.207 -1.667 -0.07 -1.46 -2.68
O -1.243 2.481 0.550 -0.13 3.03 -3.40
H -1.501 4.807 0.873 -0.13 0.17 0.11
H -1.119 5.508 -0.618 -0.31 -1.42 -0.06
H -1.153 2.173 -1.795 0.44 0.27 -1.17
H -1.375 3.952 -2.311 0.31 -1.25 0.38
N 2.225 -2.331 -1.635 -0.29 1.81 0.13
C 3.399 -1.669 -1.828 5.27 -5.16 -1.83
N 3.432 -0.463 -1.374 1.25 3.70 0.86
O 4.548 -2.265 -2.300 -5.69 2.51 2.00
H 2.269 -3.289 -1.826 -0.46 -1.26 -0.38
H 1.390 -1.788 -1.321 1.17 -1.20 -0.58
H 4.357 0.012 -1.344 -1.38 -0.59 -0.29
H 2.596 -0.011 -1.006 0.60 -0.11 -0.40
C 0.859 -4.615 2.604 -0.20 -0.60 0.23
C -0.476 -4.031 2.304 -0.06 -0.35 -2.29
O -0.467 -2.799 1.617 -0.13 0.09 -0.43
H 1.470 -4.653 1.720 0.43 -0.20 -0.29
H 0.614 -5.614 2.972 0.49 -0.18 -0.11
H 1.368 -4.106 3.408 0.25 0.29 0.20
H -0.993 -3.975 3.213 -1.35 0.20 1.22
H -1.003 -4.656 1.548 0.14 -0.08 0.99
H -0.072 -2.092 2.119 0.31 0.62 0.67
C -2.638 -0.766 3.635 -0.98 1.00 -0.62
C -2.480 -0.142 2.201 1.17 -1.26 2.85
O -3.069 1.082 2.262 -0.85 1.02 -0.19
H -2.610 0.065 4.389 0.10 -0.77 -0.74
H -1.841 -1.448 3.811 0.62 -0.75 0.37
H -3.608 -1.293 3.751 0.56 0.30 -0.08
H -2.858 -0.786 1.451 -0.84 -0.86 -0.91
H -1.413 -0.059 1.979 0.27 0.15 0.04
H -2.657 1.553 1.542 0.09 1.28 -0.66
C 3.578 -0.729 1.876 0.91 0.34 -1.74
C 2.320 -1.515 2.025 0.82 0.17 2.72
O 1.201 -0.701 2.369 -0.75 0.64 -0.02
H 3.849 -0.116 2.708 -0.10 0.31 0.84
H 3.616 -0.079 0.973 -0.42 -0.41 0.69
H 4.404 -1.412 1.699 0.17 -0.26 0.11
H 2.379 -2.151 2.906 0.71 -0.55 -0.10
H 2.155 -2.179 1.216 -0.71 -0.15 -1.11
H 1.341 -0.327 3.262 -0.08 -0.26 -0.80
C 2.464 0.264 -4.661 -0.19 -1.13 -1.03
C 1.328 0.552 -3.691 0.20 1.38 -1.31
O 0.301 1.352 -4.276 0.77 0.28 -1.11
H 2.884 1.176 -5.151 -0.38 -0.68 0.53
H 2.110 -0.448 -5.459 0.30 0.85 0.51
H 3.257 -0.308 -4.130 -0.32 0.62 -0.28
H 1.781 1.109 -2.910 0.22 0.55 1.22
H 0.900 -0.326 -3.304 -0.35 -1.36 0.48
H -0.546 1.212 -3.860 -0.01 -0.46 0.62
C -4.441 1.368 -1.831 -0.29 -1.54 0.76
C -4.865 1.285 -0.375 -2.19 0.07 -0.49
O -4.630 2.527 0.280 0.71 -0.17 -1.37
H -5.078 2.032 -2.368 -0.40 0.56 -0.49
H -4.581 0.331 -2.203 0.14 0.64 -0.20
H -3.415 1.630 -1.944 0.82 0.21 -0.08
H -4.369 0.414 0.115 -0.47 0.71 -0.03
H -6.034 1.137 -0.468 2.05 -0.20 0.70
H -5.089 2.555 1.100 -0.44 -0.21 1.06
C 2.288 2.553 0.783 1.41 0.83 2.80
O 2.031 2.172 -0.492 -0.11 0.89 -2.45
H 1.667 3.353 1.097 -0.81 0.90 0.29
H 3.318 2.891 0.919 0.26 0.02 -0.10
H 2.145 1.793 1.547 -0.25 -0.59 -0.45
H 1.895 3.010 -0.992 -0.08 -1.23 0.06
```
Positions in Å, forces in eV/Å.

Values from the calculation:
SMILES string: NC(N)=O.NC(N)=O.NC(N)=O.CCO.CCO.CCO.CCO.CCO.CO
energy relative to the best compared isomer or geometry (same formula, charge and spin): 6.4 kcal/mol
E_HOMO: -8.998 eV
multiplicity: 1

---

- E_HOMO of number 1 (C31H38F6N4OP2Zn)?
  -8.408 eV

---

- Look up the E_HOMO of the second one.
  -8.437 eV